Formula: C25H58N8O10
Source: the Open Molecules 2025 dataset
Level of theory: ωB97M-V/def2-TZVPD

Last column: Mulliken charge in e.
Atoms and positions in Å:
H 0.706 3.791 3.052  0.2623
H -4.440 -0.397 -6.266  0.3166
N 5.131 3.978 2.772  0.0039
H -0.198 4.612 4.369  0.4503
H 4.293 3.084 1.047  0.4333
H -5.338 -1.279 2.767  0.3492
H -1.208 -0.866 -3.748  0.1075
C -4.334 -5.636 -3.169  -1.2575
H -3.309 -5.705 -2.792  0.2989
H -2.711 0.141 -1.121  -0.2783
H -2.297 3.575 -2.242  0.3669
C -1.488 -2.715 -4.748  -0.7302
H 3.760 2.443 2.624  -0.1943
O 2.361 1.099 5.981  -0.5728
H -0.464 -2.760 -5.127  0.2489
H -3.139 -1.456 -6.842  0.3688
C 4.570 0.001 5.082  -0.6798
H 6.042 4.417 0.197  0.2975
C 1.443 6.646 3.004  -0.8727
H 0.022 0.096 1.603  0.3991
C -1.171 1.582 -0.796  0.5581
H 6.617 2.809 0.751  0.2996
H 1.179 7.616 3.433  0.3258
H -3.107 -1.575 2.062  0.5025
N -0.719 2.847 -1.034  -0.1306
C -4.306 -5.322 -4.639  0.8211
C -4.326 -1.868 0.327  0.7303
H 4.571 -1.491 3.360  0.2655
O 7.197 4.809 3.042  -0.6884
H 2.075 6.803 2.126  0.2785
C -6.038 -1.880 2.185  -0.8756
C 1.871 0.050 2.532  0.3558
H -6.244 -2.814 2.714  0.2834
H 0.535 6.119 2.709  0.3130
N -5.526 -2.211 0.876  -0.1784
C 4.036 -0.442 3.561  -0.2750
H 3.074 6.328 4.321  0.2677
H -2.169 -3.130 -5.492  0.3546
H -1.555 -3.298 -3.826  0.1602
O -3.253 -5.179 -5.256  -0.6870
O -2.892 0.610 -4.550  -0.6960
H 3.381 -1.161 -0.444  0.1671
C 3.496 -2.091 -1.008  -1.3130
C 1.933 4.707 4.548  0.8347
C 0.675 4.001 4.124  -1.2094
O 2.085 1.320 2.180  -0.2687
N 0.703 -0.685 1.841  -0.4603
H 1.008 -1.092 0.929  0.2264
H -6.972 -1.329 2.053  0.2824
N -1.787 -1.339 -4.430  -0.0456
H -3.287 1.816 -1.022  0.3652
O 2.704 4.227 5.375  -0.6838
H 0.172 3.044 -0.594  0.2128
C -3.705 -1.147 -5.960  -1.1751
C 6.707 3.890 0.886  -1.1108
C 6.380 4.263 2.305  0.7731
C 3.168 -4.600 -2.571  -0.9231
C -6.830 -5.326 -4.755  -0.8398
H -2.433 1.234 -2.490  0.3225
N 2.079 -3.763 -2.127  -0.1683
H -4.849 -4.840 -2.625  0.2926
H 4.305 1.587 6.716  0.3201
H -2.469 -0.847 0.575  -0.1887
O 1.105 -2.013 -1.115  -0.5961
O -4.048 -2.238 -0.812  -0.6137
H 1.876 1.975 6.044  0.3026
H -7.358 -4.385 -4.927  0.2757
H 3.122 -4.665 -3.661  0.2873
H -4.239 -1.999 -5.531  0.2004
H 3.999 -2.822 -0.370  0.3970
H -7.338 -6.127 -5.299  0.2886
H -0.658 4.172 -2.614  0.2954
C 4.036 3.346 2.074  -0.3429
C 2.141 -2.604 -1.411  0.8525
H 3.191 4.038 2.074  -0.0507
H -5.394 -4.986 -6.277  0.2431
H -6.105 -2.769 0.260  0.2462
H 3.025 -5.596 -2.146  0.3015
C 3.784 1.326 5.674  0.0910
H 4.989 4.260 3.735  0.1814
C -2.486 1.175 -1.400  -0.6044
O -0.505 0.816 -0.105  -0.4736
H -1.505 4.750 -1.158  0.2952
H -3.841 -0.078 1.395  0.3812
H 4.097 -1.883 -1.897  0.3923
C -3.380 -1.038 1.149  -0.8499
H 1.133 -4.041 -2.359  0.2132
N 2.211 5.918 3.985  -0.0942
H 5.718 0.261 4.940  0.2833
N -5.497 -5.197 -5.292  -0.1607
H -6.830 -5.554 -3.688  0.3314
H 3.986 2.262 4.978  -0.1423
H 0.593 3.051 4.660  0.1881
H -4.829 -6.596 -3.000  0.4063
H 7.738 4.181 0.661  0.3068
H 4.529 -0.928 5.825  0.3432
H 4.142 -4.212 -2.270  0.3512
C -2.779 -0.552 -4.936  0.8514
O 2.592 -0.719 3.555  -0.3064
C -1.345 3.889 -1.812  -0.9899
H 4.413 0.275 2.718  0.2056

Forces on atoms 1 to 3 (eV/Å):
H -0.134 -0.008 0.080
H 0.251 -0.072 0.173
N 0.855 0.373 -0.350

Calculated values
Energy   -2177.8169 Eh
HOMO energy   -8.763 eV
ΔE to the lowest compared entry with this formula, charge and spin   275.1 kJ/mol
SMILES   NC(=O)OCCCO.CNC(C)=O.CNC(C)=O.CNC(C)=O.CNC(C)=O.CNC(C)=O.CNC(C)=O.CNC(C)=O
HOMO-LUMO gap   9.22 eV



Formula: C25H60FN7O6P2Si2
Source: the Open Molecules 2025 dataset
Level of theory: ωB97M-V/def2-TZVPD

Last column: Mulliken charge in e.
Atoms and positions in Å:
O 1.756 -7.478 2.982  -0.3924
N -4.742 -3.054 6.124  -0.6488
H 5.259 -0.879 3.723  0.2806
P 1.615 1.956 2.990  0.2219
F 2.313 -0.521 5.077  -0.3600
H -1.051 5.957 -3.262  0.3607
O 3.483 -2.527 1.299  -0.2982
C 1.882 -0.821 2.494  0.7351
H -3.230 -0.984 3.223  0.2399
C 2.025 5.608 -3.572  -0.9927
C -2.824 -0.310 4.100  -0.3607
C 2.300 -6.224 2.438  -0.1117
H 0.176 -8.783 4.432  0.2464
C -1.305 0.171 3.716  -0.2923
H -0.514 2.842 -4.902  0.5104
C -4.408 0.727 0.987  0.2509
H -0.578 0.128 4.654  0.2941
O 3.492 -5.388 0.396  -0.2945
H 1.320 6.409 -9.400  0.2488
H -5.087 -0.823 6.278  0.2881
H 3.430 -6.075 2.784  0.2826
N 1.411 0.514 1.965  0.3708
H -1.979 -0.294 -1.254  0.4544
H -0.108 -6.740 1.993  0.1702
C 0.383 3.215 -4.405  -0.2542
H -3.617 1.375 -1.062  0.3474
H 2.801 -0.645 0.416  0.3714
C 2.404 -1.552 1.083  -0.8178
C 0.471 -1.570 2.974  -0.8673
C 2.925 -0.900 3.754  0.2105
C 1.110 5.336 -9.361  -1.0199
N 1.219 5.313 -6.405  -0.2673
H -4.038 -3.197 6.903  0.2779
H -2.715 2.268 0.348  0.3494
C -2.913 -1.236 5.469  -0.4465
H -3.478 0.643 4.299  0.0765
H 4.439 0.712 4.316  0.3552
H 1.239 2.610 -4.724  0.3460
H -1.256 -9.173 3.130  0.2833
H -0.610 2.799 -8.810  0.3763
Si 0.207 4.887 -7.761  0.2220
H -1.344 1.312 3.395  0.0553
H -0.429 1.064 -3.005  0.3150
C 3.889 -2.958 -0.078  -0.4679
C 2.379 -6.274 0.768  -0.3361
C 4.376 -0.136 3.482  -0.9814
H 3.648 -2.162 -0.901  0.3471
H -4.863 1.933 2.672  0.3012
H 0.765 2.463 -7.748  0.2369
H -0.768 7.047 -4.627  0.2437
H -1.139 -7.478 3.995  0.2059
H 2.535 -7.387 0.367  0.2135
H -0.854 2.735 -7.068  0.3097
H -2.531 -0.666 6.441  0.2826
C 0.440 -7.717 2.352  -0.0951
C -0.155 3.048 -7.846  -1.0752
C -1.414 5.829 -7.778  -1.0584
H -1.919 5.689 -8.742  0.3593
H -0.109 3.238 3.327  0.2391
H -1.250 6.897 -7.640  0.2434
H 0.437 -2.069 4.032  0.3088
H 0.247 3.066 -3.330  -0.5236
H 1.700 5.435 -2.541  0.2137
C -0.869 5.995 -4.341  -1.0931
H 1.363 1.755 4.394  0.1142
H 1.326 -5.941 0.382  0.2661
O 0.021 3.100 -0.928  -0.4031
H 2.955 5.055 -3.733  0.2544
H 0.563 -8.489 1.465  0.2268
H 2.223 6.677 -3.693  0.2696
Si 0.679 5.031 -4.770  0.0002
H 2.902 2.593 2.708  0.1619
H -6.202 1.253 1.951  0.3620
C -3.150 1.231 0.026  -0.4069
H 1.501 -2.008 0.466  0.1255
H -2.242 -0.922 0.505  0.3319
N -5.296 1.736 1.741  -0.5872
H 1.949 -4.065 -0.536  0.2076
H -4.461 -3.677 5.321  0.2753
C -2.010 0.060 -0.118  -0.6388
H 5.072 -3.105 -0.104  0.3242
H 3.461 -4.634 -1.648  0.3033
H 1.733 -5.250 2.798  0.0545
N -0.605 0.485 0.255  0.5750
N 0.473 3.036 2.485  -0.6880
H -2.273 -2.207 5.307  0.2115
O 0.344 0.675 -2.491  -0.4621
H 4.411 0.299 2.394  0.2572
H 3.209 -2.053 3.877  0.3375
H 2.053 4.789 -9.443  0.2485
C -0.517 -8.367 3.556  -0.8756
H -1.755 5.584 -4.832  0.3299
C 3.085 -4.343 -0.557  -0.2963
H 0.490 5.079 -10.225  0.2778
C 0.007 0.189 1.477  -0.8287
O -4.757 -0.578 1.133  -0.5707
N -0.652 -0.597 2.589  0.4741
H -2.099 5.474 -7.005  0.3191
H -0.977 3.209 -0.791  0.2920
P 0.444 1.408 -0.910  0.1638
H -4.979 -1.587 4.526  0.2340
H 0.256 -2.451 2.200  0.2272
C -4.525 -1.642 5.617  -0.4586

Forces on atoms 1 to 3 (eV/Å):
O -1.062 2.325 -1.792
N 1.533 0.925 -0.434
H -1.917 1.531 -0.812

Calculated values
Energy   -3184.3190 Eh
HOMO energy   -4.803 eV
HOMO-LUMO gap   1.70 eV